Below is C21H18N2O3 in the gas phase, with properties calculated with the ωB97M-V functional and the def2-TZVPD basis.

The geometry in XYZ format:
```
44
Properties=species:S:1:pos:R:3
C 6.3292 3.1880 -0.7070
O 5.0335 3.1575 -0.1589
C 4.4157 1.9545 -0.0141
C 4.9642 0.7256 -0.3639
C 4.2342 -0.4353 -0.1788
C 2.9514 -0.3983 0.3526
N 2.2563 -1.6029 0.5362
C 0.9198 -1.8591 0.4866
O 0.4871 -2.9183 0.9077
C 0.0535 -0.8252 -0.1432
C 0.4529 -0.2170 -1.3298
C -0.3494 0.7200 -1.9491
C -1.5524 1.0823 -1.3624
C -1.9728 0.4766 -0.1962
C -1.2039 -0.5220 0.4051
N -1.6195 -1.1493 1.5699
C -2.8881 -1.3966 2.0313
O -3.0592 -1.7676 3.1730
C -4.0121 -1.2562 1.0638
C -3.9372 -1.8482 -0.1939
C -5.0186 -1.7784 -1.0524
C -6.1749 -1.1200 -0.6653
C -6.2589 -0.5472 0.5929
C -5.1855 -0.6252 1.4616
C 2.4155 0.8310 0.7338
C 3.1356 1.9885 0.5434
H 7.0414 2.6337 -0.0874
H 6.6145 4.2385 -0.7291
H 6.3444 2.7884 -1.7262
H 5.9559 0.6550 -0.7813
H 4.6689 -1.3851 -0.4552
H 2.8163 -2.4032 0.8058
H 1.3975 -0.4938 -1.7732
H -0.0327 1.1773 -2.8733
H -2.1680 1.8444 -1.8156
H -2.9030 0.7759 0.2591
H -0.8964 -1.5941 2.1248
H -3.0403 -2.3721 -0.4900
H -4.9604 -2.2411 -2.0265
H -7.0148 -1.0623 -1.3419
H -7.1647 -0.0457 0.9002
H -5.2407 -0.1960 2.4509
H 1.4371 0.8787 1.1846
H 2.7285 2.9441 0.8317
```

Output
total charge: 0
HOMO: -0.30461 Eh
SMILES: COc1ccc(NC(=O)c2ccccc2NC(=O)c2ccccc2)cc1

Want to see where the charge sits? The Löwdin charges in e are: number 1, C, carries -0.090; number 2, O, carries -0.084; number 3, C, carries -0.280; number 4, C, carries -0.019; number 5, C, carries -0.019; number 6, C, carries -0.266; number 7, N, carries 0.138; number 8, C, carries -0.428; number 9, O, carries 0.075; number 10, C, carries -0.101; number 11, C, carries -0.034; number 12, C, carries -0.073; number 13, C, carries -0.060; number 14, C, carries -0.014; number 15, C, carries -0.188; number 16, N, carries 0.157; number 17, C, carries -0.419; number 18, O, carries 0.097; number 19, C, carries -0.173; number 20, C, carries -0.032; number 21, C, carries -0.070; number 22, C, carries -0.082; number 23, C, carries -0.075; number 24, C, carries -0.022; number 25, C, carries -0.014; number 26, C, carries 0.014; number 27, H, carries 0.096; number 28, H, carries 0.093; number 29, H, carries 0.095; number 30, H, carries 0.103; number 31, H, carries 0.115; number 32, H, carries 0.160; number 33, H, carries 0.124; number 34, H, carries 0.103; number 35, H, carries 0.108; number 36, H, carries 0.117; number 37, H, carries 0.149; number 38, H, carries 0.127; number 39, H, carries 0.105; number 40, H, carries 0.102; number 41, H, carries 0.103; number 42, H, carries 0.121; number 43, H, carries 0.121; number 44, H, carries 0.122

=====

Below is a molecular structure, C21H18N2O5S5SbW at a distorted geometry, with properties calculated with the ωB97M-V functional and the def2-TZVPD basis.

The geometry in XYZ format:
```
53
Properties=species:S:1:pos:R:3
W -1.6436 0.7629 -0.7800
C -0.2717 -1.8843 1.4251
N 0.1517 -1.3855 0.1071
C 1.5574 -0.9533 0.2018
C 1.7301 0.2946 1.0583
N 1.1624 1.5126 0.4891
C 0.8682 2.5039 1.5175
C 1.9605 2.0159 -0.5854
C 3.0168 2.8858 -0.3333
C 3.8216 3.3693 -1.3546
C 3.5621 2.9703 -2.6586
C 2.5067 2.1128 -2.9155
C 1.6855 1.6109 -1.8976
S 0.4011 0.5036 -2.3538
C -0.0290 -2.4420 -0.8849
C 0.7169 -3.6090 -0.7044
C 0.6094 -4.7067 -1.5369
C -0.2969 -4.6447 -2.5888
C -1.0438 -3.5028 -2.7773
C -0.9372 -2.3627 -1.9570
S -1.9765 -1.0328 -2.4603
H -1.1920 -2.4510 1.3223
H -0.4414 -1.0536 2.1070
H 0.4926 -2.5393 1.8717
H 1.9346 -0.7841 -0.8042
H 2.1628 -1.7467 0.6664
H 2.8115 0.4202 1.2464
H 1.2624 0.1505 2.0338
H 1.7593 2.8128 2.0875
H 0.1489 2.0868 2.2176
H 0.4029 3.3759 1.0585
H 3.2161 3.1982 0.6843
H 4.6315 4.0534 -1.1317
H 4.1644 3.3445 -3.4784
H 2.2768 1.8252 -3.9342
H 1.4104 -3.6521 0.1261
H 1.2099 -5.5906 -1.3617
H -0.4246 -5.4863 -3.2599
H -1.7519 -3.4562 -3.5959
O -3.9865 -0.5427 4.8536
C -3.5394 -0.3089 3.7621
C -2.6232 0.8922 3.3871
O -2.1432 1.6865 4.1626
C -2.4336 0.7048 1.9527
C -2.9488 -0.4744 1.4687
O -2.5928 -0.7874 0.2733
C -3.6877 -1.2147 2.5070
O -4.2337 -2.2933 2.4644
O -1.6998 1.3567 1.0808
S -3.2003 4.4550 1.1153
Sb -3.4213 3.7763 -1.0603
S -1.2006 2.8922 -1.6987
S -3.9151 1.3312 -1.1345
```

Output
total charge: -2
HOMO (spin up / spin down): -0.05026 / -0.05617 Eh
spin multiplicity: 2

Want to see where the charge sits? The Löwdin charges in e are: number 1, W, carries 0.837; number 2, C, carries -0.067; number 3, N, carries -0.186; number 4, C, carries -0.207; number 5, C, carries -0.167; number 6, N, carries -0.183; number 7, C, carries -0.085; number 8, C, carries -0.296; number 9, C, carries -0.040; number 10, C, carries -0.115; number 11, C, carries -0.121; number 12, C, carries -0.129; number 13, C, carries -0.609; number 14, S, carries 0.526; number 15, C, carries -0.266; number 16, C, carries -0.051; number 17, C, carries -0.113; number 18, C, carries -0.120; number 19, C, carries -0.144; number 20, C, carries -0.572; number 21, S, carries 0.526; number 22, H, carries 0.100; number 23, H, carries 0.080; number 24, H, carries 0.090; number 25, H, carries 0.084; number 26, H, carries 0.107; number 27, H, carries 0.125; number 28, H, carries 0.111; number 29, H, carries 0.076; number 30, H, carries 0.073; number 31, H, carries 0.090; number 32, H, carries 0.097; number 33, H, carries 0.085; number 34, H, carries 0.087; number 35, H, carries 0.089; number 36, H, carries 0.098; number 37, H, carries 0.085; number 38, H, carries 0.089; number 39, H, carries 0.085; number 40, O, carries 0.117; number 41, C, carries -0.225; number 42, C, carries -0.275; number 43, O, carries 0.094; number 44, C, carries -0.283; number 45, C, carries -0.344; number 46, O, carries -0.290; number 47, C, carries -0.259; number 48, O, carries 0.101; number 49, O, carries -0.288; number 50, S, carries -0.419; number 51, Sb, carries 0.168; number 52, S, carries -0.091; number 53, S, carries -0.073

=====

Below is a molecular structure, C21H18N3O9Pt at a distorted geometry, with properties calculated with the ωB97M-V functional and the def2-TZVPD basis.

The geometry in XYZ format:
```
52
Properties=species:S:1:pos:R:3
Pt -1.3271 0.2746 0.1560
O -2.1100 -2.9408 -2.2495
C -1.4425 -2.2100 -1.5327
O -2.0549 -1.4218 -0.6815
C 0.0749 -2.3211 -1.6444
C 0.4826 -3.4709 -2.2802
C 1.8237 -3.7882 -2.4670
C 2.8141 -2.9290 -2.0424
C 2.4435 -1.7514 -1.4511
C 1.0687 -1.3795 -1.1747
O 0.8224 -0.3027 -0.5662
N 3.5400 -0.8442 -1.1014
O 4.6219 -1.3432 -0.8242
O 3.3843 0.3582 -1.2256
N 2.1934 -5.0211 -3.1355
O 3.3828 -5.2571 -3.3054
O 1.3072 -5.7795 -3.4950
H -0.2783 -4.1458 -2.6392
H 3.8560 -3.1638 -2.1907
O 0.9099 -1.7571 1.9936
C -0.0245 -1.3084 2.6189
C -0.3044 -1.6507 4.0811
C -1.4911 -0.7724 4.4439
C -1.9272 -0.1777 3.1079
O -2.9475 0.4770 2.9564
N -0.9994 -0.4485 2.1411
H 0.5957 -1.4831 4.6707
H -0.5327 -2.7161 4.1283
H -1.2192 0.0594 5.0983
H -2.3301 -1.2906 4.9050
C -2.1069 3.6820 -1.7251
C -1.2133 2.4746 -1.4136
C -0.1664 2.2983 -2.5360
C -1.9389 1.1780 -1.3286
C -0.5659 2.5388 -0.0068
C 0.8263 2.4424 0.2226
C 1.3313 2.5483 1.4974
C 0.4781 2.7720 2.5844
C -0.8808 2.8575 2.3909
C -1.4147 2.7226 1.1010
H -2.5416 3.5760 -2.7220
H -1.5145 4.5990 -1.7011
H -2.9211 3.7853 -1.0051
H -0.6713 2.1624 -3.4954
H 0.4769 1.4439 -2.3499
H 0.4483 3.1993 -2.5978
H -2.7088 0.8803 -2.0386
H 1.5037 2.2387 -0.5936
H 2.3970 2.4327 1.6512
H 0.8877 2.8574 3.5841
H -1.5520 3.0051 3.2250
H -2.4852 2.8106 0.9627
```

Output
total charge: -1
HOMO (spin up / spin down): -0.19714 / -0.19713 Eh

Want to see where the charge sits? The Löwdin charges in e are: number 1, Pt, carries 1.381; number 2, O, carries 0.037; number 3, C, carries -0.557; number 4, O, carries -0.196; number 5, C, carries -0.028; number 6, C, carries 0.055; number 7, C, carries -0.151; number 8, C, carries 0.063; number 9, C, carries -0.057; number 10, C, carries -0.297; number 11, O, carries -0.125; number 12, N, carries -0.340; number 13, O, carries 0.047; number 14, O, carries 0.059; number 15, N, carries -0.368; number 16, O, carries 0.036; number 17, O, carries 0.049; number 18, H, carries 0.125; number 19, H, carries 0.128; number 20, O, carries 0.064; number 21, C, carries -0.495; number 22, C, carries -0.093; number 23, C, carries -0.096; number 24, C, carries -0.540; number 25, O, carries 0.006; number 26, N, carries -0.018; number 27, H, carries 0.113; number 28, H, carries 0.118; number 29, H, carries 0.114; number 30, H, carries 0.112; number 31, C, carries -0.031; number 32, C, carries -0.564; number 33, C, carries -0.024; number 34, C, carries -0.089; number 35, C, carries -0.261; number 36, C, carries -0.036; number 37, C, carries -0.051; number 38, C, carries -0.072; number 39, C, carries -0.086; number 40, C, carries -0.088; number 41, H, carries 0.086; number 42, H, carries 0.092; number 43, H, carries 0.078; number 44, H, carries 0.092; number 45, H, carries 0.075; number 46, H, carries 0.098; number 47, H, carries 0.098; number 48, H, carries 0.100; number 49, H, carries 0.113; number 50, H, carries 0.105; number 51, H, carries 0.109; number 52, H, carries 0.112